No. 1
10 unconnected molecules or ions with the total composition C39H94N4O10 in a non-equilibrium geometry. Source: the OMol25 dataset; level of theory: ωB97M-V/def2-TZVPD.

## Properties
**Total charge**: -1
**HOMO (spin up / spin down)**: 0.0103 / -0.2017 Eh
**Gap between HOMO and LUMO (spin up / spin down)**: 1.753 / 7.473 eV
**LUMO energy (spin up / spin down)**: 2.0 / 2.0 eV
**⟨S²⟩**: 0.75
**2S+1**: 2
**Calculated total energy**: -68393.05207 eV

Cartesian coordinates (Å):
O 3.1870 4.3466 -0.6894
O 6.5516 2.3583 -4.4972
O -2.4462 5.1378 -1.5195
O -1.7920 1.7293 0.3711
O -3.6356 -4.0736 3.0729
O 2.9127 -5.7159 -0.8043
O -0.6991 4.1489 1.2716
O -5.0298 1.7085 4.4104
O -4.3865 0.4892 1.4065
O -2.1677 4.1928 -4.3126
N -4.5239 2.9571 4.3537
N 6.1177 1.2643 -3.7749
N -0.8245 0.9273 -0.2473
N 1.7308 -6.5086 -0.8051
C 4.5175 0.6717 -5.6450
C 0.5259 0.7163 1.8698
C -0.7579 -6.5243 -1.0577
C -1.7505 1.7999 -2.4108
C -3.3245 -3.8742 1.6969
C 1.6958 -7.5411 0.2760
C -3.4428 3.2300 5.3791
C -0.9304 -7.4786 0.1334
C 1.1473 -0.5783 -0.2013
C -1.2993 3.6659 -5.2654
C 0.4113 -4.4869 -0.0320
C 6.1080 -0.1414 -1.7318
C 4.2080 -0.2541 -3.3584
C 1.7899 3.9886 -0.7360
C -2.4339 -0.5461 -1.6424
C 0.3730 -8.3755 0.1530
C 8.1905 0.9408 -2.5963
C -4.7635 5.3598 3.6320
C -2.8036 4.6486 4.9536
C -0.1032 0.0149 0.6469
C 4.6151 -0.2829 -1.8425
C 0.5246 -4.9505 -2.4659
C -6.6999 4.3253 4.8749
C -2.3289 2.0925 5.2579
C 0.7188 -1.0855 -1.5802
C -5.5181 3.9917 3.9350
C -3.7375 5.8084 4.5949
C 2.8042 -8.5988 0.0546
C 6.4300 2.4588 -1.4820
C 6.7248 1.1944 -2.4056
C 4.7023 0.9577 -4.1049
C 3.6821 2.1236 -3.7083
C 0.5139 -5.6322 -1.0655
C -0.0371 0.0060 -2.4111
C -6.1751 3.5315 2.5646
C -0.9532 -1.2572 1.1420
C 1.8026 -6.9328 1.7010
C -4.0206 3.3915 6.7670
C -1.2685 0.5648 -1.6262
H 3.5508 0.3719 -6.0496
H 0.6956 0.7952 -2.5796
H 6.4476 -0.1989 -0.6977
H -0.8007 -7.0239 -2.0255
H 3.4651 4.9260 -1.4025
H -0.2096 -0.4301 -3.3950
H 6.8786 2.3470 -0.4948
H 8.4693 0.0561 -3.1687
H -4.2448 -0.4569 1.3756
H -4.7147 4.2297 6.8288
H -0.2753 1.1809 2.4445
H -0.8462 3.2616 0.9438
H -2.6325 2.2818 -1.9889
H -6.8859 4.2138 2.0982
H -4.4037 1.1375 3.9594
H 2.6064 -5.1248 -0.1127
H -3.3055 -0.1518 -2.1648
H -2.0343 1.6540 -3.4530
H 1.2606 1.4535 1.5460
H 1.5002 3.5255 0.2073
H 3.1608 -0.4277 -3.6061
H 3.6540 2.9680 -4.3970
H -2.9016 5.2637 -2.3520
H -1.3301 2.5770 -5.3028
H -1.9302 4.5585 4.3077
H 5.3660 2.6795 -1.3972
H -1.7367 -8.1979 -0.0102
H -4.2127 5.3156 2.6925
H 1.1769 -4.0773 -2.4533
H 3.8261 -8.2195 0.0543
H -2.1772 -1.5717 -1.9078
H -0.4300 -1.8784 1.8690
H -5.4027 3.3509 1.8170
H -1.0744 2.6545 -2.3852
H 7.1479 2.0164 -5.1673
H 4.0715 0.5588 -1.4134
H -2.5022 1.1149 0.5704
H -3.0488 4.0745 -4.6749
H -1.6500 -5.9263 -0.8713
H -1.9601 -0.9877 1.4608
H 1.1877 4.8888 -0.8594
H 1.6583 -1.3863 0.3223
H -1.7897 4.4661 -1.7042
H 2.4038 -6.0237 1.6868
H 1.5360 -1.4999 -2.1705
H 0.0595 -1.9431 -1.4459
H 0.4120 -8.8469 -0.8290
H 6.8488 3.4015 -1.8343
H -1.0812 -2.0397 0.3941
H -4.6690 2.5589 7.0396
H -1.1901 -7.0128 1.0840
H -6.8207 3.4624 5.5297
H -2.3007 5.1561 5.7768
H -2.7795 -0.5807 -0.6093
H -3.3831 -2.8241 1.4106
H 4.5344 1.6806 -6.0571
H 1.1082 0.0533 2.5096
H -5.5540 6.0887 3.8110
H -0.4512 -4.5598 -2.7545
H 8.7194 0.8150 -1.6515
H 0.8743 -6.7221 2.2320
H -3.2062 3.5677 7.4696
H 2.3100 -7.5065 2.4765
H 5.2571 0.0071 -6.0917
H -0.4158 -3.8676 -0.3791
H -6.7435 2.6222 2.7598
H -3.8466 -4.4870 0.9620
H -1.6773 2.2854 6.1102
H -6.5942 5.1423 5.5886
H 1.6391 3.2576 -1.5302
H -4.1686 6.4057 5.3983
H -5.2753 0.5877 1.7479
H 2.7326 -9.2653 0.9142
H -1.7576 2.1234 4.3301
H -1.3766 4.6763 0.8485
H -2.7868 1.1099 5.3713
H 3.8274 2.5456 -2.7139
H 1.8883 0.2124 -0.3189
H 8.5628 1.8471 -3.0740
H -3.2727 -4.9315 3.3051
H 4.7660 -1.0673 -3.8225
H 0.2828 -4.6957 1.0301
H -3.1298 6.6146 4.1840
H 6.4660 -1.0978 -2.1129
H 2.6478 -9.2048 -0.8378
H -0.2779 3.8247 -4.9196
H 1.3200 -3.8886 -0.1001
H 2.6953 1.6608 -3.7228
H 0.9257 -5.5695 -3.2684
H -1.3803 4.0970 -6.2633
H 4.1492 -1.1198 -1.3223
H -2.2989 -4.2422 1.6690
H 0.3309 -9.2040 0.8601
H -7.6158 4.6290 4.3679

Mulliken population analysis, charges in e, atoms 1 to 8: O -0.5418; O -0.5281; O -0.5879; O -0.2531; O -0.1178; O -0.4229; O -0.7436; O -0.3125

---

No. 2
14 unconnected molecules or ions with the total composition C39H95N11O14S3 in a non-equilibrium geometry. Source: the OMol25 dataset; level of theory: ωB97M-V/def2-TZVPD.

## Properties
**Total charge**: 0
**HOMO**: -0.3060 Eh
**Gap between HOMO and LUMO**: 8.097 eV
**LUMO energy**: -0.2 eV
**Energy above the lowest of the compared OMol25 structures with the same formula, charge and spin**: 33.4 kcal per mole
**Calculated total energy**: -119547.30635 eV

Cartesian coordinates (Å):
S -0.1851 -0.2268 -0.7482
S -4.0323 3.3463 -0.8265
S 2.2274 2.6452 -2.1011
O 0.3968 4.3035 0.3672
O 2.8426 -3.5744 1.2797
O -4.7850 -2.4351 -3.6811
O -2.9791 -4.8120 3.4845
O -4.3308 1.8904 -0.5453
O 1.5262 -3.7672 -4.3858
O 7.0615 -2.8669 -3.0237
O -1.3101 -1.2691 -0.7635
O -1.2253 -0.2501 4.2887
O -6.0366 -0.0014 3.6230
O 4.1747 1.1053 4.8672
O 2.7685 1.6720 -1.0503
O -5.4651 3.0393 -5.6203
O -0.3782 2.8013 -5.1727
N -3.8213 -1.2948 -1.9576
N -3.9662 -0.4380 4.4042
N 1.8749 -5.4757 1.9260
N 1.0006 0.1476 4.5296
N 5.2073 -0.6245 3.9364
N -3.4120 2.5769 -5.0241
N 5.4764 -1.7129 -1.8795
N -0.0586 4.7473 -4.0914
N 2.1132 3.3507 1.3868
N 0.3200 -4.7424 -2.7419
N -1.6049 -3.2109 4.2670
C 5.6729 -0.2237 6.2843
C -3.8153 -1.9869 -3.0800
C 4.1254 -5.5692 0.9551
C 4.9796 0.1546 4.9708
C -0.7856 4.4462 -2.8711
C -0.0831 -5.3545 -5.0740
C 1.0790 5.4343 2.3547
C 0.7781 4.5828 -6.3511
C -3.6261 1.6054 -3.9950
C -5.5660 4.3213 -0.5470
C 4.1555 -1.4025 -1.5353
C -2.7254 -2.9454 2.0692
C -4.2780 3.2614 -5.7491
C 4.9538 -3.8695 -3.0958
C 0.7791 -0.6147 0.7878
C -0.4503 1.9969 3.9051
C 3.1508 3.2097 2.3727
C -2.4358 -3.7495 3.3870
C 0.6364 -4.5520 -4.0287
C 2.8521 4.3931 -2.0496
C 0.5918 -4.8499 2.3260
C 3.1427 2.0375 -3.6283
C -4.9857 -1.0476 -1.1866
C 2.8915 -4.7529 1.4761
C -4.3505 -1.5357 5.2840
C 0.1158 3.9684 -5.1516
C 1.1657 4.3190 1.3147
C 5.9162 -2.7585 -2.6499
C -0.2943 0.5480 4.2847
C -4.8400 0.2067 3.6043
C -1.0420 1.3610 -0.3507
C -2.4149 -2.2549 -3.6379
C -4.2889 1.2124 2.5659
C 0.6978 -3.9417 -1.5916
C -3.1346 3.9959 0.6599
C -3.7482 4.2755 -6.7480
C 4.6003 -0.4321 2.5636
C 1.3887 -1.1928 4.9802
C -1.2118 -3.8716 5.5230
H -4.5773 1.5533 -3.4653
H -2.1521 -3.2717 -3.3462
H -2.9630 -1.3497 -1.4280
H -1.5746 1.8574 -1.1619
H 3.8080 2.4135 2.0231
H 1.3921 0.2329 1.0941
H 4.0646 -5.8581 -0.0942
H 0.4239 4.1315 -7.2779
H 0.4876 -4.4559 -0.6538
H -1.2906 -2.2570 4.1607
H 3.2802 0.9590 -3.7063
H -2.0686 -4.4185 5.9164
H -4.8071 1.0270 1.6251
H 4.6595 -1.4162 2.0987
H 5.9857 -1.2636 4.0121
H -3.7460 5.2987 -6.3722
H 6.1027 0.6106 6.8388
H 0.5901 -6.0556 -5.5672
H -1.4669 2.2633 4.1942
H 2.1114 2.7044 0.6106
H 0.4680 5.6091 -4.0950
H 5.4423 -4.8113 -3.3455
H 0.0756 -0.8618 1.5829
H 6.1761 -1.0027 -1.7178
H 1.9424 -1.7385 4.2162
H 3.9396 -0.3589 -1.7639
H 2.7224 2.4227 -4.5573
H 1.4205 -1.4777 0.6091
H -0.4411 2.1346 2.8238
H -1.6977 -1.6231 -3.1138
H -2.1343 -3.2978 1.2239
H 0.3051 2.6177 4.3867
H -5.3013 -0.0142 -1.3302
H -2.3729 -1.9225 2.2024
H 0.0488 5.7480 2.5235
H 0.6175 5.6563 -6.4510
H -6.1708 3.9383 -1.3689
H 0.1221 -3.0167 -1.6234
H 4.3435 -3.5944 -3.9560
H 3.8932 4.4328 -1.7291
H -3.7774 -2.9481 1.7842
H 1.5196 6.2969 1.8547
H 3.5671 -0.0849 2.5665
H -5.4418 5.3972 -0.6702
H -2.3152 3.3157 0.8923
H 1.8404 4.3387 -6.3384
H -5.1443 -1.3442 6.0059
H -2.8546 1.5836 -3.2253
H 4.2544 -6.5323 1.4488
H -2.7807 4.0539 -7.1985
H -4.4026 4.2770 -7.6196
H 2.0740 -6.4653 1.8930
H -3.5441 0.5819 -4.3609
H -0.9621 -3.2043 6.3479
H -0.3778 -4.5713 5.4687
H -0.4190 3.5372 -2.3941
H 1.6436 5.2745 3.2733
H 2.7126 2.8742 3.3126
H -4.6909 -2.3641 4.6627
H -3.9000 3.9559 1.4349
H -0.3430 2.0550 0.1161
H -2.9886 -0.2364 4.2501
H 3.4361 -2.0267 -2.0653
H 5.1060 -5.1149 1.0964
H -3.5088 -1.9477 5.8406
H 4.1832 2.3504 -3.5405
H 0.2147 -5.2222 3.2786
H 1.7519 0.7942 4.3357
H 0.5106 -1.7999 5.2005
H -0.9774 -5.8185 -4.6579
H -0.2423 -5.1325 1.6837
H -3.2148 1.1705 2.3851
H -0.6087 5.2659 -2.1747
H 6.5368 -0.8429 6.0427
H 2.6689 4.8722 -3.0114
H 0.7246 -3.7706 2.4004
H 5.0074 -0.8027 6.9245
H -4.7538 -1.2324 -0.1377
H -5.9279 4.0359 0.4408
H -2.3641 -2.1902 -4.7248
H -0.5505 -5.2259 -2.5729
H 2.0054 -1.0571 5.8687
H 3.7503 4.1136 2.4803
H -2.7065 4.9857 0.5010
H -4.5269 2.2538 2.7826
H 3.9631 -1.5394 -0.4712
H -1.8312 1.2617 0.3945
H 5.2398 0.2372 1.9880
H 1.7708 -3.7498 -1.5935
H 2.2346 5.0316 -1.4178
H 4.3580 -4.0397 -2.1991
H -5.8235 -1.7075 -1.4119
H -0.4819 -4.7877 -5.9153
H -1.8295 4.2398 -3.1071
H -2.4393 2.7117 -5.2600

Mulliken population analysis, charges in e, atoms 1 to 8: S -0.0736; S 0.7149; S 0.7969; O -0.4448; O -0.2693; O -0.7504; O -0.6794; O -0.5634